59
Properties=species:S:1:pos:R:3 method="wB97M-V/def2-TZVPD" s_squared=2.10 mol_weight_da=645.63 largest_force_ev_per_a=2.903 e_above_lowest_kj_mol=75.9 e_lumo_ev="-0.0081 / -0.1676" energy_ha=-4374.32090 homo_ev="-6.79 / -5.86" multiplicity=3 homo_lumo_gap_ha="0.2491 / 0.2092"
Sb -2.2182 3.2115 1.8503
Cr -1.8594 0.5525 0.6812
S -0.0028 -2.1488 -0.6063
S -0.4567 2.0546 -0.2508
S -1.7509 1.6429 3.4810
S -3.7039 2.0039 0.4202
Si 1.7920 1.3196 -2.2091
Si 2.3890 1.8466 1.0344
O -3.1838 -0.7401 1.8635
N 0.4925 -1.8381 1.9680
N 1.4021 -3.6958 0.9714
N -0.3713 -0.7343 2.0419
N -2.3042 -0.8619 -2.5343
N -2.7598 -0.8509 -0.2770
N -4.3715 -2.2866 0.6812
C 1.2137 1.2650 -0.3642
C 0.6580 -2.5723 0.8444
C -2.9166 -1.4480 -1.4712
C -4.4594 -2.9928 -0.4907
C -5.2186 -2.5173 1.8285
C 1.6075 2.3621 2.6991
C 3.4941 0.3221 1.3857
C 2.8603 -0.2461 -2.4519
C -3.4564 -1.2904 0.7840
C 3.4080 3.3773 0.5437
C 0.3392 1.1899 -3.4431
C -3.7243 -2.5931 -1.5745
C 2.7892 2.8704 -2.6942
H 4.1944 3.1394 -0.1619
H -1.6236 -0.1533 -2.2886
H -0.5431 1.7047 -3.0759
H 3.7795 2.8683 -2.2554
H 3.1580 -0.3597 -3.4890
H 1.0089 1.6026 3.1944
H -1.1464 -0.9207 2.6926
H -2.0928 -1.4380 -3.3307
H 2.7781 4.1363 0.0922
H 2.9169 2.8987 -3.7721
H -5.8903 -3.3453 1.6300
H 3.8721 3.8135 1.4226
H 0.1337 0.0730 2.4237
H -3.7696 -3.1389 -2.4995
H 0.8563 -2.2015 2.8445
H 2.3015 -1.1343 -2.1765
H 1.6886 -4.1485 0.1182
H 4.1090 0.0812 0.5264
H 4.1570 0.4974 2.2264
H -5.1054 -3.8537 -0.4937
H 0.9853 0.2154 -0.1767
H -5.7893 -1.6103 2.0312
H 2.3948 2.6422 3.3951
H -4.6176 -2.7351 2.7115
H 0.0823 0.1524 -3.6311
H 0.5962 1.6374 -4.3985
H 0.9664 3.2334 2.5751
H 2.9015 -0.5600 1.6094
H 3.7622 -0.2231 -1.8510
H 2.2912 3.7869 -2.3987
H 1.9565 -3.8626 1.7949


48
Properties=species:S:1:pos:R:3 method="wB97M-V/def2-TZVPD" mol_weight_da=278.56 largest_force_ev_per_a=4.046 e_lumo_ev=0.6569 energy_ha=-1267.90261 homo_ev=-10.01 multiplicity=1 homo_lumo_gap_ha=0.3919
Si -5.6141 -1.0554 -0.1686
Si -4.6111 -2.9260 -2.1762
F -3.5150 -1.9791 -3.2034
O -4.5152 -2.4039 -0.4641
C 3.8297 -1.9274 -0.5939
C 3.6750 -3.1479 1.7775
C -3.1123 0.3939 0.6387
C 4.6755 -0.5300 -0.3764
C -2.5466 1.5300 1.6776
C 1.5694 2.1204 -0.6795
C -2.1375 2.9597 0.9781
C 4.4871 -3.0946 0.3513
C 3.0572 1.6268 -0.1897
C 0.5533 2.4553 0.6059
C -0.9053 2.8673 -0.1013
C 3.8365 0.6337 -1.2360
C -4.6826 0.6349 0.1749
H -3.1127 -0.6465 1.2209
H 5.6393 -2.8802 0.5647
H 4.4684 -4.1333 -0.2202
H 2.9530 1.0384 0.8324
H -0.7369 3.9666 -0.5311
H -1.7666 3.6760 1.8541
H -3.0415 3.4928 0.4355
H -4.7477 1.3762 -0.7574
H -4.1672 -4.3399 -2.2244
H 1.7163 3.1636 -1.2271
H -6.4338 -1.4087 1.0112
H 3.1493 0.0813 -2.0061
H -6.5887 -0.9174 -1.2795
H 4.3497 -2.7021 2.6537
H 2.7014 -2.5101 1.6505
H -5.2379 1.1117 1.1043
H 0.9851 1.3432 -1.3367
H 5.7815 -0.6586 -0.8026
H -1.1367 2.1966 -1.0416
H 3.6865 2.6218 0.0032
H 3.9645 -2.2407 -1.7237
H -1.6580 1.0685 2.3258
H 4.6752 1.2035 -1.8593
H -3.4456 1.7712 2.4246
H -5.9889 -2.7953 -2.7131
H 4.7802 -0.2523 0.7688
H 3.3936 -4.2572 2.0627
H 2.7052 -1.6831 -0.3729
H -2.3782 0.2170 -0.2847
H 0.4399 1.5350 1.3217
H 1.0075 3.4044 1.1312


65
Properties=species:S:1:pos:R:3 method="wB97M-V/def2-TZVPD" mol_weight_da=584.36 largest_force_ev_per_a=5.352 e_lumo_ev=0.1376 energy_ha=-3215.24156 homo_ev=-9.93 multiplicity=1 homo_lumo_gap_ha=0.3699
S -0.7065 -0.9512 -0.4380
P 0.7918 1.1950 -4.6498
P 4.7320 -1.6470 1.9582
P -4.4887 1.9412 2.6917
O -0.4940 -1.6132 0.8173
O -5.2523 1.8245 4.1241
O 0.7915 1.6202 -3.0846
O 3.3409 -2.2592 2.5172
O 5.4716 -2.5772 1.1020
O -0.8505 0.4323 -0.1707
O -4.0718 3.3097 2.3771
O -5.8233 1.7150 1.7988
O 0.0333 -0.0584 -4.7405
O -2.4087 -3.0297 -2.8012
O 0.3570 -1.3245 -1.5047
O 0.6988 1.8246 -6.1363
O 3.9683 -0.6050 0.9563
O 5.5091 -1.7113 3.3798
O -2.0176 -1.6565 -1.0036
O 2.3997 0.9598 -4.6843
O -3.1748 1.1521 3.2217
C 2.2258 -1.4026 2.8109
C -1.5865 -2.8368 -1.7051
C -6.3899 0.3925 1.7175
C 4.6955 0.5550 0.5089
C -0.0741 -2.6030 -2.0405
C 3.2926 1.8568 -4.0196
C 5.1639 -0.7609 4.4080
C -2.3214 0.5372 2.2194
C -0.3195 2.4045 -2.5859
C -1.6730 -4.0097 -0.8064
C -1.5516 -4.9126 -0.0440
C 1.1778 3.1672 -6.3587
C -5.1932 0.6225 4.8947
H 4.1808 1.9706 -4.6390
H -1.2651 -5.6676 0.6484
H -2.5218 -3.9794 -2.9106
H -1.9495 1.2891 1.5340
H -5.6201 -0.3696 1.5869
H 2.8486 2.8399 -3.8604
H -6.9687 0.1781 2.6176
H -0.1579 2.5542 -1.5244
H -1.2537 1.8628 -2.7334
H -6.1671 0.4697 5.3582
H 5.0398 0.2447 4.0038
H -2.8723 -0.2249 1.6677
H 2.2659 3.1662 -6.4398
H 0.4428 -3.3246 -1.4086
H -4.4386 0.7211 5.6744
H -0.3693 3.3762 -3.0789
H -1.4870 0.0696 2.7312
H 0.7517 3.5202 -7.2932
H 0.2193 -2.8327 -3.0573
H 1.7241 -1.7747 3.7028
H 5.5934 0.2538 -0.0332
H 3.5816 1.4410 -3.0547
H 4.0432 1.1134 -0.1574
H 4.2451 -1.0700 4.9087
H 4.9682 1.1943 1.3497
H 1.5287 -1.4127 1.9752
H 5.9749 -0.7450 5.1304
H 0.8701 3.8432 -5.5599
H -4.9558 -0.2490 4.2841
H -7.0506 0.3669 0.8556
H 2.5467 -0.3758 2.9924


56
Properties=species:S:1:pos:R:3 method="wB97M-V/def2-TZVPD" mol_weight_da=577.03 largest_force_ev_per_a=0.404 e_lumo_ev=2.6386 energy_ha=-1695.91038 homo_ev=-5.02 charge=-1 multiplicity=1 homo_lumo_gap_ha=0.2813
I -2.4301 -3.2859 2.8485
I 2.2649 -0.7734 0.0621
O -0.2005 0.4503 1.4676
O 0.7175 -1.3663 2.7860
O -2.7779 1.4424 0.5365
O -0.5208 -1.9306 0.9142
O -2.5112 6.2128 -0.2636
O 3.4205 -3.3840 -2.8242
N 1.4540 -4.3030 -0.8298
N -0.9681 4.1091 1.1690
C -2.6115 0.5013 1.6146
C 1.5865 -4.9222 -2.1438
C 2.3092 -6.2586 -1.9946
C 2.2007 -3.9906 -3.1955
C 0.5960 5.5153 -0.0608
C -0.4588 -3.0151 1.6959
C -1.9490 7.4992 -0.3676
C -3.7787 0.6637 2.5677
C 0.6708 -2.7650 2.6845
C -1.2850 0.7602 2.3096
C 4.5841 -4.1548 -2.9871
C -0.6149 4.5915 -0.1612
C -1.8000 5.1802 -0.9320
B 0.3122 -0.8441 1.5220
H 2.5829 -6.6813 -2.9642
H -1.2604 1.8313 2.5332
H 3.2167 -6.1436 -1.4007
H -0.3075 3.7111 -0.7376
H -1.5288 7.6696 -1.3665
H -1.4715 5.5435 -1.9168
H 1.6682 -6.9682 -1.4717
H 2.3542 -3.9158 -0.5536
H -1.6688 3.3770 1.0723
H -4.6926 0.8692 2.0097
H 1.5916 -3.1387 2.2081
H 0.8619 -3.4774 -0.8874
H 0.7991 6.0237 -1.0062
H 1.5110 -3.1569 -3.3447
H 4.5437 -4.7506 -3.9088
H -1.2573 0.2038 3.2548
H 1.4724 4.9322 0.2191
H -2.7504 8.2188 -0.1977
H -0.4575 -3.9544 1.1524
H 5.4218 -3.4608 -3.0523
H 0.4472 6.2709 0.7126
H -2.2545 1.1166 -0.2026
H -1.1591 7.6764 0.3670
H 4.7634 -4.8335 -2.1482
H -2.5321 4.3847 -1.0849
H 0.5727 -5.1333 -2.5054
H -2.5973 -0.5117 1.2004
H -1.4159 4.8627 1.6838
H -3.6063 1.4930 3.2607
H 2.3185 -4.5188 -4.1547
H 0.5430 -3.2235 3.6619
H -3.9182 -0.2484 3.1501


50
Properties=species:S:1:pos:R:3 method="wB97M-V/def2-TZVPD" mol_weight_da=261.21 largest_force_ev_per_a=0.711 e_above_lowest_kj_mol=0.0 e_lumo_ev=-1.3692 energy_ha=-819.73157 homo_ev=-5.41 multiplicity=1 homo_lumo_gap_ha=0.1485
O -4.4496 2.8635 -0.0340
O 2.0670 -1.7456 0.9466
O -2.8337 3.9602 -1.3293
N 0.1932 -3.4380 0.5486
C -1.1025 -0.0658 -0.7261
C -2.7311 2.6020 -1.5833
C -2.2542 -0.1737 0.2702
C 1.1744 0.9216 -1.2591
C -2.9647 1.1393 0.5936
C 1.5762 -3.9461 0.2003
C -3.6563 1.8584 -0.5730
C 3.0622 -1.5312 1.9515
C 2.3562 -2.6631 -0.0780
C 2.0781 3.1020 -0.1907
C 0.0183 0.8606 -0.2581
C 1.8175 2.2932 -1.4752
C 2.1028 -4.8000 1.3395
B -3.6522 4.1251 -0.0734
H 3.1446 3.2232 -0.0016
H 1.5704 -5.7503 1.3986
H 0.7839 0.5913 -2.2271
H 1.2275 2.8820 -2.1745
H 0.3892 0.4143 0.6737
H 1.6704 4.1060 -0.2874
H -0.6554 -1.0742 -0.8420
H 1.6305 2.6527 0.6920
H 4.0634 -1.6970 1.5531
H 2.8981 -2.1798 2.8147
H -1.8202 -0.5534 1.2085
H -3.7680 0.9162 1.2978
H -3.0747 2.3642 -2.6040
H 1.9383 0.1875 -0.9833
H 3.4253 -2.8300 -0.2118
H -0.2926 -3.0489 -0.2653
H -0.3454 1.8472 0.0139
H -4.2590 1.1263 -1.1306
H 3.1562 -5.0193 1.1794
H 2.7801 2.1340 -1.9668
H -4.3411 5.1292 -0.1230
H -2.8655 4.1382 0.9101
H -1.6757 2.3020 -1.5451
H 0.3268 -2.6474 1.1996
H -2.2972 1.8434 1.0896
H 2.9740 -0.4966 2.2736
H 1.4779 -4.5441 -0.7052
H -1.4541 0.2160 -1.7188
H -2.9813 -0.9209 -0.0609
H 2.0020 -4.2974 2.3025
H 1.9707 -2.2303 -1.0072
H -0.4005 -4.1462 0.9774